Record 1
{"formula": "CHClS", "method": "wB97M-V/def2-TZVPD", "mol_weight_g_mol": 80.54, "e_homo_ev": -11.477, "total_energy_ev": -24408.6595, "orbital_gap_ev": 11.1, "relative_energy_kj_mol": 33.7, "species": ["C", "S", "Cl", "H"], "coordinates": [[1.80098, 0.97883, 0.76922], [2.45902, 0.01884, -0.26417], [-2.61906, -0.68859, 0.12965], [-1.64094, -0.30908, -0.63470]]}

---

Record 2
{"formula": "CHCoF3NO3S2", "method": "wB97M-V/def2-TZVPD", "mol_weight_g_mol": 255.08, "multiplicity": 5, "e_homo_ev": [-19.998, -19.927], "total_energy_ev": -76110.0663, "orbital_gap_ev": [8.9, 6.3], "charge": 2, "species": ["Co", "N", "S", "O", "S", "O", "O", "C", "F", "F", "F", "H"], "coordinates": [[2.01190, 0.93746, -1.23247], [-0.17226, -1.22224, -0.86028], [-0.99812, 0.05652, -1.36326], [0.02173, 1.16578, -1.69672], [0.56939, -1.22846, 0.59263], [2.06541, -0.46109, 0.03377], [0.87378, -2.63065, 0.87455], [-1.62904, 0.73897, 0.46471], [-2.23950, -0.20532, 1.15529], [-0.76662, 1.41233, 1.20316], [-2.55769, 1.61257, 0.10782], [2.82100, -0.17589, 0.72081]]}

---

Record 3
{"formula": "CHCsMgO3", "method": "wB97M-V/def2-TZVPD", "mol_weight_g_mol": 218.23, "e_homo_ev": [-16.934, -18.604], "total_energy_ev": -13164.5315, "orbital_gap_ev": [7.2, 7.8], "charge": 2, "species": ["O", "C", "H", "O", "O", "Cs", "Mg"], "coordinates": [[0.05499, -1.60008, -1.30552], [-0.72386, -0.75482, -1.57028], [-1.28553, 0.06679, -0.31271], [0.40935, 1.28110, -0.13673], [-0.63087, 1.00464, -0.66800], [0.24854, 0.85923, 3.31516], [1.92737, -0.85686, 0.67808]]}

---

Record 4
{"formula": "CHEuF3NO5S2", "method": "wB97M-V/def2-TZVPD", "mol_weight_g_mol": 380.11, "multiplicity": 8, "e_homo_ev": [-13.750, -14.046], "total_energy_ev": -61923.3850, "orbital_gap_ev": [8.6, 9.0], "relative_energy_kj_mol": 0.0, "charge": 1, "species": ["N", "S", "O", "O", "S", "O", "O", "C", "F", "F", "F", "Eu", "O", "H"], "coordinates": [[0.81511, -0.93982, 0.48449], [2.17816, -0.17157, -0.03248], [2.30537, -0.19279, -1.47522], [3.24060, -0.28545, 0.93441], [-0.52426, -0.11099, 0.50372], [1.53388, 1.34864, 0.41369], [-0.93155, 1.13579, 1.22677], [-1.45082, -0.10719, -1.15155], [-0.91816, 0.81629, -1.91147], [-1.31627, -1.28887, -1.70466], [-2.71877, 0.15181, -0.93595], [0.58307, 2.93247, 1.59371], [-1.49551, -1.19318, 1.18255], [-1.30086, -2.09515, 0.87200]]}